Record 1
Entry from OMol25: a molecular structure, C31H42BIrN7O8 (ωB97M-V/def2-TZVPD).

Output
multiplicity: 2
HOMO energy (spin up / spin down): -13.37 / -13.37 eV
charge: +2
energy relative to the best compared isomer or geometry (same formula, charge and spin): 0.21 kcal/mol
frontier orbital gap (spin up / spin down): 7.713 / 5.891 eV

Geometry (Å):
Ir1 0.027919 0.151698 -1.302584
C1 -0.735648 2.039460 3.244568
C2 0.629879 1.853637 2.604382
C3 1.635538 1.455920 3.668099
O1 0.528709 0.736865 1.653163
B1 0.714344 1.262097 0.402413
O2 0.737636 2.626006 0.342130
C4 1.087282 3.067015 1.702917
C5 0.367417 4.369696 1.981360
C6 2.590375 3.300598 1.704590
H1 -1.011428 1.122898 3.766050
H2 -1.508462 2.273540 2.513953
H3 -0.710862 2.840743 3.982516
H4 1.254163 0.600570 4.225049
H5 1.791053 2.273331 4.373434
H6 2.595755 1.180835 3.236651
H7 -0.712085 4.271716 1.891663
H8 0.708800 5.129899 1.279264
H9 0.595798 4.719517 2.988929
H10 3.136717 2.392829 1.453621
H11 2.933092 3.654635 2.676060
H12 2.828817 4.063823 0.963825
O3 2.176508 0.580171 -0.267373
C7 2.269014 -0.714382 -0.214919
O4 1.274172 -1.373500 -0.620908
C8 3.489704 -1.354102 0.270619
C9 3.599263 -2.743906 0.221621
C10 4.741103 -3.356585 0.702876
C11 5.743113 -2.556975 1.221881
C12 5.662675 -1.177945 1.278769
C13 4.518686 -0.571099 0.793583
N1 6.970728 -3.213729 1.744956
O5 6.998550 -4.422085 1.712575
O6 7.816179 -2.489831 2.218182
H13 2.795107 -3.334605 -0.193827
H14 4.869286 -4.428623 0.683557
H15 6.483006 -0.611349 1.693612
H16 4.421668 0.505162 0.818400
C14 -2.482855 -1.148726 2.245930
N2 -2.311486 -2.119194 1.161828
C15 -2.870666 -3.448139 1.411886
C16 -1.728564 -1.772151 0.042996
C17 -1.505607 -2.769709 -1.050497
O7 -1.416176 -0.529566 -0.097696
H17 -2.460552 -1.690176 3.188932
H18 -3.445504 -0.645164 2.147068
H19 -1.674893 -0.425371 2.216581
H20 -3.892504 -3.332061 1.769160
H21 -2.282252 -3.952140 2.178132
H22 -2.882787 -4.049488 0.511294
H23 -0.976094 -3.647249 -0.683935
H24 -0.925671 -2.324252 -1.853841
H25 -2.465319 -3.090286 -1.458614
C18 2.819442 1.217348 -4.489216
C19 1.979952 1.440394 -3.284502
C20 2.016855 2.758250 -2.612150
O8 1.278334 0.491587 -2.887101
H26 2.420205 1.827138 -5.305075
H27 2.829747 0.171881 -4.782014
H28 3.831751 1.581894 -4.305784
H29 2.150867 3.548785 -3.349745
H30 2.901904 2.765917 -1.966656
H31 1.149498 2.934585 -1.983347
C21 -2.456677 2.400457 -0.027148
C22 -2.201392 2.258250 -1.478239
N3 -1.266000 1.516173 -2.069739
C23 -1.414896 1.674398 -3.443625
C24 -2.442515 2.517837 -3.666429
N4 -2.916711 2.887491 -2.427536
C25 -4.127624 3.678511 -2.213884
N5 -5.207948 2.842962 -1.789034
N6 -5.500661 1.729320 -2.514711
N7 -6.404072 1.064302 -1.918328
C26 -6.749010 1.726362 -0.754639
C27 -7.691231 1.403701 0.226442
C28 -7.807864 2.268908 1.287844
C29 -7.017487 3.434448 1.378435
C30 -6.090591 3.769443 0.416088
C31 -5.974392 2.879128 -0.655053
H32 -1.926174 1.627118 0.516533
H33 -3.520970 2.305832 0.187520
H34 -2.111247 3.374969 0.322414
H35 -0.804815 1.144767 -4.152451
H36 -2.893234 2.863614 -4.579667
H37 -4.354630 4.163267 -3.161793
H38 -3.954983 4.442656 -1.459094
H39 -8.303810 0.517509 0.135876
H40 -8.530319 2.068834 2.066836
H41 -7.159761 4.095313 2.223048
H42 -5.516659 4.684711 0.482691

Atoms 1-3, force components in eV/Å:
Ir -0.45 -0.17 -0.32
C -0.01 0.02 0.00
C -0.02 0.01 0.00

Record 2
Entry from OMol25: a molecular structure, C31H42F6N8O5PS2Zr at a distorted geometry (ωB97M-V/def2-TZVPD).

Output
multiplicity: 1
HOMO energy: -10.90 eV
charge: +1
energy relative to the best compared isomer or geometry (same formula, charge and spin): 48.40 kcal/mol
frontier orbital gap: 7.187 eV

Geometry (Å):
Zr1 -1.478875 0.415623 0.029158
C1 -1.749645 2.467041 -3.954443
C2 -1.915396 1.501615 -2.824841
N1 -1.662916 1.811189 -1.591256
N2 -1.292020 3.062719 -1.273094
C3 -0.978223 3.198360 0.004027
O1 -0.925065 2.187606 0.807347
C4 -0.735254 4.565792 0.460452
C5 -0.680730 5.614097 -0.464797
C6 -0.582645 6.918360 -0.022525
C7 -0.549774 7.186114 1.339212
C8 -0.580686 6.148146 2.257325
C9 -0.667930 4.840128 1.825936
C10 -2.323927 0.119337 -3.034707
C11 -2.540051 -0.369751 -4.328763
C12 -2.875368 -1.694697 -4.513452
C13 -3.002982 -2.498297 -3.391209
C14 -2.794850 -1.937803 -2.140063
N3 -2.456034 -0.663971 -1.934567
H1 -1.516619 3.439671 -3.530766
H2 -2.650250 2.538791 -4.559237
H3 -0.924273 2.152485 -4.591188
H4 -0.727512 5.383334 -1.516088
H5 -0.547964 7.725868 -0.738211
H6 -0.512967 8.207248 1.683094
H7 -0.551927 6.365020 3.314145
H8 -0.723545 4.020746 2.528486
H9 -2.419843 0.295124 -5.167548
H10 -3.025667 -2.091141 -5.503342
H11 -3.259708 -3.540136 -3.477398
H12 -2.907998 -2.570720 -1.269530
F1 -3.251479 -1.467113 0.771732
C15 -3.708698 -1.405059 2.070824
F2 -3.585567 -2.626080 2.565329
F3 -4.987721 -1.081942 2.014933
S1 -2.620450 -0.101781 2.932665
O2 -1.507113 -0.133648 1.995580
O3 -2.361608 -0.588579 4.227765
N4 -3.472886 1.193932 2.890589
S2 -3.756622 1.937505 1.529965
O4 -3.490090 1.019443 0.423677
O5 -3.256873 3.255062 1.436404
C16 -5.634081 2.168688 1.474602
F4 -6.255570 1.038270 1.164684
F5 -5.882103 3.046582 0.510777
F6 -6.114187 2.618721 2.618807
N5 0.161426 -0.141373 -0.915781
P1 1.222718 -0.935020 -0.089313
N6 2.231347 -0.134183 1.030209
C17 3.333262 0.658576 0.509637
C18 4.450901 0.701196 1.567232
C19 3.845328 0.517714 2.960330
C20 2.514568 1.260231 3.030136
C21 1.513698 0.624535 2.048250
N7 0.508443 -2.059203 0.988843
C22 -0.503435 -2.889030 0.348194
C23 -0.072001 -4.352199 0.283719
C24 0.002304 -4.918103 1.707791
C25 0.379676 -3.811779 2.702419
C26 1.264893 -2.767355 2.028562
N8 2.238568 -1.753477 -1.144803
C27 2.194929 -1.379129 -2.556206
C28 2.801291 -2.497203 -3.396540
C29 4.305452 -2.601892 -3.108486
C30 4.605862 -2.172382 -1.666655
C31 3.424313 -2.505939 -0.755793
H13 2.988313 1.674180 0.267067
H14 3.692854 0.204778 -0.412689
H15 4.967176 1.658768 1.503957
H16 5.181241 -0.086264 1.383350
H17 4.527290 0.890728 3.723329
H18 3.675307 -0.542532 3.149589
H19 2.682255 2.307399 2.774461
H20 2.110135 1.224979 4.041138
H21 0.898340 1.411957 1.572713
H22 0.838194 -0.057312 2.573013
H23 -0.669759 -2.477532 -0.660204
H24 -1.434000 -2.850040 0.931907
H25 0.899537 -4.403204 -0.206200
H26 -0.783414 -4.924765 -0.311786
H27 0.740838 -5.719096 1.746239
H28 -0.960291 -5.347420 1.992160
H29 0.919816 -4.244781 3.543525
H30 -0.513160 -3.322907 3.097831
H31 2.140301 -3.274569 1.611061
H32 1.612487 -2.040096 2.764342
H33 2.751396 -0.451343 -2.742456
H34 1.148654 -1.190943 -2.808626
H35 2.630799 -2.292923 -4.453633
H36 2.304674 -3.438217 -3.154591
H37 4.861674 -1.965571 -3.795535
H38 4.637981 -3.625919 -3.271129
H39 4.795421 -1.098929 -1.628053
H40 5.498692 -2.673227 -1.295192
H41 3.658616 -2.278070 0.285680
H42 3.220788 -3.583011 -0.843500

Atoms 1-3, force components in eV/Å:
Zr 1.82 -2.69 -2.69
C 0.00 0.03 0.42
C 0.22 0.68 0.56

Total energy / eV: -63141.8359 -103530.0814